C49H54Cl3MgN5O5S2 as an isolated structure, computed with wB97M-V/def2-TZVPD.

Calculated values
Gap between HOMO and LUMO (alpha / beta): 7.07 / 5.38 eV
LUMO level (alpha / beta): 0.1502 / 0.1331 Eh
HOMO (alpha / beta): -2.99 / -1.76 eV
Total charge: -2
Energy relative to the best compared isomer or geometry (same formula, charge and spin): 0.000 eV
Maximum force: 0.0186 Eh/bohr
2S+1: 1

Geometry as XYZ:
```
119
Properties=species:S:1:pos:R:3:forces:R:3
Mg 0.363 -0.507 -1.332 -0.1 -0.2 0.9
C 0.356 -2.904 3.492 0.2 0.0 0.0
C -0.476 -2.395 2.314 0.1 -0.1 -0.1
C -1.624 -3.368 2.039 0.0 0.0 0.1
C -0.950 -0.974 2.539 -0.3 -0.3 0.1
C -1.913 -0.693 3.501 -0.1 0.0 0.0
C -2.366 0.603 3.719 0.1 0.0 -0.1
C -1.844 1.646 2.966 0.0 0.0 0.0
C -0.869 1.406 2.002 0.0 0.2 0.0
C -0.230 2.550 1.227 0.0 -0.1 0.0
C -1.244 3.419 0.495 -0.1 0.0 0.1
C 0.666 3.389 2.140 -0.1 0.0 0.0
C -0.435 0.090 1.801 0.0 0.3 -0.2
N 0.522 -0.122 0.795 0.3 -0.3 -0.2
C 1.790 -0.128 1.128 0.1 0.1 0.2
C 2.815 -0.139 0.127 0.2 0.0 0.1
N 2.528 -0.143 -1.168 -0.2 -0.1 0.1
C 3.542 0.384 -2.001 -0.1 -0.2 0.0
C 3.798 1.761 -1.933 0.0 0.4 0.0
C 4.831 2.293 -2.694 0.0 0.0 -0.1
C 5.585 1.497 -3.540 -0.1 0.0 0.1
C 5.292 0.146 -3.623 0.0 0.0 0.0
C 4.281 -0.436 -2.862 0.2 0.0 -0.2
C 4.071 -1.932 -3.010 0.1 0.0 -0.1
C 4.131 -2.715 -1.698 0.0 0.0 0.0
C 2.805 -2.248 -3.806 -0.1 0.1 0.1
C 2.958 2.702 -1.083 -0.1 0.0 0.1
C 3.770 3.374 0.029 0.0 0.0 0.0
C 2.279 3.768 -1.944 0.0 0.0 -0.1
C 4.119 -0.047 0.815 -0.1 0.0 -0.1
C 5.431 -0.027 0.421 0.1 0.1 0.0
C 6.440 0.097 1.414 -0.1 0.0 0.0
C 6.156 0.213 2.750 0.0 0.0 0.0
C 4.801 0.199 3.184 0.1 0.0 0.1
C 4.328 0.343 4.517 0.0 0.0 0.0
C 2.981 0.341 4.768 0.0 0.0 -0.1
C 2.011 0.184 3.738 0.1 0.1 0.1
C 2.446 0.025 2.451 -0.1 0.0 -0.1
C 3.838 0.053 2.200 -0.1 0.0 0.0
H 0.704 -3.915 3.276 0.0 0.0 0.0
H -0.246 -2.930 4.404 0.0 0.0 0.1
H 1.230 -2.273 3.679 -0.1 -0.1 0.0
H 0.171 -2.390 1.434 -0.1 0.0 0.1
H -2.254 -3.488 2.925 0.0 0.0 0.1
H -1.211 -4.346 1.785 0.0 0.0 0.0
H -2.249 -3.022 1.217 0.0 0.0 0.0
H -2.322 -1.507 4.086 0.0 0.0 0.0
H -3.120 0.797 4.471 0.0 0.0 0.0
H -2.187 2.660 3.136 0.0 0.0 0.0
H 0.402 2.105 0.457 -0.1 0.0 0.1
H -1.938 3.907 1.184 0.0 0.0 0.0
H -1.809 2.827 -0.221 -0.1 -0.1 -0.1
H -0.727 4.198 -0.067 0.0 0.0 0.0
H 0.085 3.844 2.947 0.0 0.0 0.0
H 1.145 4.189 1.573 0.0 0.0 0.0
H 1.447 2.780 2.593 0.1 0.0 0.0
H 5.032 3.357 -2.637 0.0 0.0 0.0
H 6.379 1.926 -4.138 0.0 0.0 0.0
H 5.868 -0.490 -4.286 0.0 0.0 0.0
H 4.922 -2.275 -3.612 -0.1 0.0 0.0
H 3.299 -2.476 -1.042 0.0 0.0 0.0
H 5.058 -2.512 -1.158 0.0 0.0 0.0
H 4.087 -3.785 -1.904 0.0 -0.1 0.0
H 1.906 -1.901 -3.293 0.1 0.0 -0.1
H 2.711 -3.325 -3.956 0.0 -0.1 0.0
H 2.824 -1.758 -4.781 0.0 0.0 0.0
H 2.161 2.118 -0.614 0.2 0.1 -0.1
H 4.504 4.068 -0.389 0.1 0.0 0.0
H 4.303 2.651 0.644 0.0 -0.1 0.0
H 3.106 3.947 0.680 0.0 0.0 0.0
H 3.021 4.415 -2.419 0.0 0.0 0.0
H 1.639 4.396 -1.321 0.0 0.0 0.0
H 1.670 3.316 -2.726 0.1 0.0 0.1
H 5.713 -0.075 -0.622 0.0 0.0 0.0
H 7.475 0.112 1.093 0.0 0.0 0.0
H 6.954 0.318 3.474 0.0 0.0 0.0
H 5.034 0.453 5.330 0.0 0.0 0.0
H 2.633 0.455 5.787 0.0 0.0 0.0
H 0.960 0.189 3.990 0.0 0.0 0.0
O 0.798 1.743 -4.098 -0.2 0.0 -0.1
S -0.157 1.075 -3.265 0.0 0.0 -0.1
O -1.557 1.515 -3.780 -0.4 -0.2 0.2
O -0.086 -0.408 -3.302 0.2 0.4 -0.3
O -0.098 1.429 -1.822 0.0 0.2 -0.4
C -6.731 -0.300 1.336 0.0 0.0 0.0
C -5.832 0.876 1.688 0.0 0.0 0.0
C -4.918 1.311 0.545 0.0 -0.1 -0.1
N -3.987 0.243 0.223 0.1 0.0 0.0
C -3.368 -0.008 -0.954 -0.2 -0.1 0.0
S -2.220 -1.289 -0.916 0.2 0.1 0.0
N -3.667 0.666 -2.062 0.3 -0.1 0.2
C -4.881 0.879 -2.595 0.0 -0.2 -0.1
O -5.146 1.816 -3.338 -0.1 0.3 -0.1
C -5.943 -0.189 -2.410 0.0 0.0 0.1
C -7.276 0.182 -2.547 0.0 0.0 0.0
C -8.285 -0.758 -2.415 0.0 0.0 0.0
C -7.966 -2.087 -2.162 0.0 0.0 0.0
C -6.636 -2.466 -2.048 0.0 0.0 0.0
C -5.626 -1.521 -2.167 0.0 0.0 0.0
H -7.358 -0.585 2.182 0.0 0.0 0.0
H -6.139 -1.167 1.048 0.0 -0.1 0.0
H -7.381 -0.061 0.496 -0.1 0.0 -0.1
H -5.207 0.619 2.549 0.0 0.0 0.0
H -6.432 1.740 1.988 0.0 0.0 0.0
H -4.372 2.210 0.835 0.1 0.1 0.0
H -5.510 1.561 -0.333 0.0 0.0 0.0
H -3.543 -0.220 1.006 0.0 0.0 0.0
H -2.285 1.166 -3.171 0.1 0.1 -0.1
H -7.497 1.217 -2.772 0.0 0.0 0.0
H -9.322 -0.458 -2.510 0.0 0.0 0.0
H -8.752 -2.825 -2.060 0.0 0.0 0.0
H -6.380 -3.500 -1.861 0.0 0.0 0.0
H -4.590 -1.820 -2.076 0.0 0.0 0.0
Cl 1.441 -5.939 -2.345 0.0 0.0 0.0
C 0.350 -5.121 -1.299 0.0 0.2 0.0
Cl 1.309 -5.747 1.042 0.0 0.0 -0.1
Cl -1.250 -5.726 -1.193 0.0 -0.1 0.0
C 0.494 -3.730 -1.218 0.2 0.3 0.3
N 0.644 -2.591 -1.076 -0.2 -0.7 -0.3
```
Positions in Å, forces in eV/Å.